The following is a DFT calculation (ωB97M-V with the def2-TZVPD basis set) of C2H2ClO6Pt as an isolated structure.

Geometry as ORCA input:
```
! RIJCOSX wB97M-V def2-TZVPD def2/J DEFGRID3
* xyz 0 4
H 1.314 2.389 -2.657
O -0.119 1.860 -0.854
C 1.098 1.892 -0.806
O 1.844 2.152 -1.893
O -2.038 -1.069 0.630
Pt -0.566 0.719 0.998
Cl -0.059 0.683 3.602
O -1.345 -3.152 0.312
O 1.493 1.351 0.246
H -0.502 -3.548 0.078
C -1.106 -1.864 0.286
O -0.013 -1.414 0.060
*
```

## Properties
Frontier orbital gap (spin up / spin down) = 9.734 / 6.264 eV
Expectation value of S² = 3.76
E_HOMO (spin up / spin down) = -10.54 / -10.46 eV

Atom charges from the Mulliken analysis, given in e for atoms 1 to 4: H 0.342; O -0.686; C 0.932; O -0.429